Below is a cluster of 10 separate species, C45H115N5O15S5 in total in a non-equilibrium geometry, with properties calculated with wB97M-V/def2-TZVPD.

Calculated values
Relative energy (zero: lowest compared OMol25 entry of this formula, charge and spin): 4.762 eV
LUMO level: 0.0029 Eh
E_tot: -140860.811 eV
Largest force on an atom: 3.5 eV/A
E_HOMO: -8.3 eV

Last columns: bonded neighbours and bond lengths (Å).
Cartesian coordinates (Å):
1 C -24.55156 20.38673 -18.85587  C2 1.524, H8 1.090, H9 1.090, H10 1.090
2 C -24.10337 18.93049 -18.84200  C1 1.524, N3 1.479, H11 1.090, H12 1.090
3 N -25.16476 17.95729 -19.18131  C2 1.479, C4 1.450, C6 1.509
4 C -26.26252 18.04949 -18.23922  N3 1.450, C5 1.514, H13 1.090, H14 1.090
5 C -27.49476 17.24528 -18.59497  C4 1.514, H15 1.090, H16 1.090, H17 1.090
6 C -24.53972 16.58789 -19.28926  N3 1.509, C7 1.563, H18 1.090, H19 1.090
7 C -23.64548 16.32138 -20.54352  C6 1.563, H20 1.090, H21 1.090, H22 1.090
8 H -25.18827 20.63882 -18.00785  C1 1.090
9 H -24.91457 20.69665 -19.83581  C1 1.090
10 H -23.73135 21.10315 -18.81000  C1 1.090
11 H -23.22237 18.90404 -19.48327  C2 1.090
12 H -23.79012 18.67638 -17.82938  C2 1.090
13 H -26.01129 17.80265 -17.20769  C4 1.090
14 H -26.62292 19.07081 -18.11626  C4 1.090
15 H -28.17198 17.30610 -17.74304  C5 1.090
16 H -28.05140 17.54156 -19.48405  C5 1.090
17 H -27.28030 16.18196 -18.70203  C5 1.090
18 H -25.31750 15.83052 -19.38694  C6 1.090
19 H -23.90896 16.41831 -18.41663  C6 1.090
20 H -23.34349 15.27455 -20.57620  C7 1.090
21 H -22.75047 16.92447 -20.39076  C7 1.090
22 H -23.96333 16.64602 -21.53432  C7 1.090
23 C -19.77135 8.22131 -25.85465  C24 1.475, H30 1.090, H31 1.090, H32 1.090
24 C -19.05848 7.62585 -24.70837  C23 1.475, N25 1.441, H33 1.090, H34 1.090
25 N -18.46286 8.65205 -23.89081  C24 1.441, C26 1.464, C28 1.471
26 C -19.43299 9.35066 -23.04519  N25 1.464, C27 1.544, H35 1.090, H36 1.090
27 C -20.09175 8.51379 -21.92699  C26 1.544, H37 1.090, H38 1.090, H39 1.090
28 C -17.24195 8.21510 -23.19626  N25 1.471, C29 1.522, H40 1.090, H41 1.090
29 C -16.42274 9.34627 -22.59215  C28 1.522, H42 1.090, H43 1.090, H44 1.090
30 H -20.01797 7.48485 -26.61944  C23 1.090
31 H -19.15354 8.95835 -26.36767  C23 1.090
32 H -20.66014 8.81364 -25.63716  C23 1.090
33 H -19.70520 6.91643 -24.19206  C24 1.090
34 H -18.28104 7.01528 -25.16759  C24 1.090
35 H -18.91083 10.21887 -22.64314  C26 1.090
36 H -20.28662 9.77751 -23.57171  C26 1.090
37 H -20.76494 9.13469 -21.33588  C27 1.090
38 H -20.54288 7.57953 -22.26127  C27 1.090
39 H -19.37288 8.23023 -21.15829  C27 1.090
40 H -16.64260 7.57617 -23.84484  C28 1.090
41 H -17.53303 7.61524 -22.33398  C28 1.090
42 H -17.05375 9.92414 -21.91688  C29 1.090
43 H -16.01679 9.93947 -23.41154  C29 1.090
44 H -15.53784 9.00372 -22.05575  C29 1.090
45 C -16.79644 11.82057 -11.87621  C46 1.523, H52 1.090, H53 1.090, H54 1.090
46 C -18.29329 11.75084 -12.14902  C45 1.523, N47 1.469, H55 1.090, H56 1.090
47 N -18.70885 10.72711 -13.11773  C46 1.469, C48 1.525, C50 1.460
48 C -18.17013 10.96378 -14.52432  N47 1.525, C49 1.532, H57 1.090, H58 1.090
49 C -18.47163 12.36323 -15.07010  C48 1.532, H59 1.090, H60 1.090, H61 1.090
50 C -18.27897 9.38092 -12.74938  N47 1.460, C51 1.526, H62 1.090, H63 1.090
51 C -18.90197 8.83761 -11.46615  C50 1.526, H64 1.090, H65 1.090, H66 1.090
52 H -16.25369 11.94967 -12.81260  C45 1.090
53 H -16.51449 10.93438 -11.30763  C45 1.090
54 H -16.53169 12.70263 -11.29313  C45 1.090
55 H -18.76026 11.61667 -11.17330  C46 1.090
56 H -18.69525 12.69878 -12.50672  C46 1.090
57 H -17.09353 10.79379 -14.53609  C48 1.090
58 H -18.60619 10.24639 -15.21953  C48 1.090
59 H -17.85911 13.18089 -14.69017  C49 1.090
60 H -18.14447 12.35399 -16.10980  C49 1.090
61 H -19.53448 12.60150 -15.02908  C49 1.090
62 H -17.20160 9.22141 -12.70555  C50 1.090
63 H -18.62345 8.62056 -13.45029  C50 1.090
64 H -18.54766 9.35929 -10.57709  C51 1.090
65 H -18.72703 7.77280 -11.31232  C51 1.090
66 H -19.98664 8.94330 -11.44561  C51 1.090
67 C -10.69168 5.17360 -16.01505  C68 1.535, H74 1.090, H75 1.090, H76 1.090
68 C -11.29067 6.42547 -15.35959  C67 1.535, N69 1.474, H77 1.090, H78 1.090
69 N -12.33366 6.12281 -14.36285  C68 1.474, C70 1.470, C72 1.491
70 C -11.82395 5.60857 -13.08353  N69 1.470, C71 1.553, H79 1.090, H80 1.090
71 C -12.81791 5.71682 -11.89571  C70 1.553, H81 1.090, H82 1.090, H83 1.090
72 C -13.30808 5.14701 -14.93051  N69 1.491, C73 1.526, H84 1.090, H85 1.090
73 C -14.11416 5.87192 -16.00486  C72 1.526, H86 1.090, H87 1.090, H88 1.090
74 H -10.57804 4.31930 -15.34769  C67 1.090
75 H -9.71791 5.33676 -16.47684  C67 1.090
76 H -11.25572 4.83920 -16.88575  C67 1.090
77 H -10.52013 7.06886 -14.93480  C68 1.090
78 H -11.78435 6.94333 -16.18189  C68 1.090
79 H -10.91647 6.15244 -12.82130  C70 1.090
80 H -11.41700 4.59923 -13.14457  C70 1.090
81 H -13.55617 4.91493 -11.88851  C71 1.090
82 H -13.30546 6.68002 -11.74523  C71 1.090
83 H -12.19356 5.50459 -11.02781  C71 1.090
84 H -12.84883 4.19923 -15.21143  C72 1.090
85 H -14.04556 4.87865 -14.17407  C72 1.090
86 H -15.10028 5.41735 -16.09979  C73 1.090
87 H -14.36415 6.92052 -15.84346  C73 1.090
88 H -13.58682 5.86293 -16.95877  C73 1.090
89 C -22.60667 -0.94987 -2.88045  C90 1.558, H96 1.090, H97 1.090, H98 1.090
90 C -21.81892 0.22402 -3.53515  C89 1.558, N91 1.497, H99 1.090, H100 1.090
91 N -22.75207 1.11658 -4.29188  C90 1.497, C92 1.469, C94 1.488
92 C -22.04001 2.35843 -4.62211  N91 1.469, C93 1.551, H101 1.090, H102 1.090
93 C -22.90173 3.37283 -5.41889  C92 1.551, H103 1.090, H104 1.090, H105 1.090
94 C -23.31196 0.44165 -5.49397  N91 1.488, C95 1.520, H106 1.090, H107 1.090
95 C -22.28557 -0.22140 -6.39871  C94 1.520, H108 1.090, H109 1.090, H110 1.090
96 H -23.48779 -0.59492 -2.34591  C89 1.090
97 H -22.07263 -1.54835 -2.14240  C89 1.090
98 H -22.97253 -1.62697 -3.65231  C89 1.090
99 H -21.42195 0.86729 -2.74984  C90 1.090
100 H -20.93341 -0.07116 -4.09803  C90 1.090
101 H -21.78399 2.87937 -3.69952  C92 1.090
102 H -21.10005 2.15777 -5.13622  C92 1.090
103 H -23.88422 3.54146 -4.97801  C93 1.090
104 H -22.35409 4.30913 -5.52630  C93 1.090
105 H -23.06805 3.00614 -6.43180  C93 1.090
106 H -23.97646 1.05615 -6.10137  C94 1.090
107 H -24.00928 -0.31371 -5.13165  C94 1.090
108 H -21.62270 -0.90628 -5.86990  C95 1.090
109 H -21.76125 0.56099 -6.94739  C95 1.090
110 H -22.76113 -0.75113 -7.22415  C95 1.090
111 O -14.08242 13.68070 -5.43183  S112 1.454
112 S -15.36262 13.12663 -5.02074  O111 1.454, O113 1.471, O114 1.601, C117 1.807
113 O -16.57927 13.52915 -5.74277  S112 1.471
114 O -15.32579 11.52730 -4.94658  S112 1.601, C115 1.444
115 C -16.57042 10.82716 -5.16151  O114 1.444, C116 1.490, H118 1.090, H119 1.090
116 C -16.44587 9.34653 -5.04682  C115 1.490, H120 1.090, H121 1.090, H122 1.090
117 C -15.52872 13.42843 -3.24687  S112 1.807, H123 1.090, H124 1.090, H125 1.090
118 H -16.99191 10.98871 -6.15365  C115 1.090
119 H -17.30004 11.08786 -4.39484  C115 1.090
120 H -17.42588 8.88591 -4.92236  C116 1.090
121 H -15.87778 9.07858 -4.15599  C116 1.090
122 H -15.97933 8.95097 -5.94903  C116 1.090
123 H -16.23658 12.69857 -2.85401  C117 1.090
124 H -15.83040 14.46506 -3.09691  C117 1.090
125 H -14.53059 13.27345 -2.83723  C117 1.090
126 O -18.97547 -5.44347 -14.70426  S127 1.464
127 S -19.74496 -4.20189 -14.80492  O126 1.464, O128 1.455, O129 1.655, C132 1.881
128 O -20.55913 -3.70698 -13.70578  S127 1.455
129 O -18.73839 -2.93735 -15.15920  S127 1.655, C130 1.416
130 C -19.20244 -1.60181 -15.07369  O129 1.416, C131 1.502, H133 1.090, H134 1.090
131 C -18.60570 -0.93195 -13.86958  C130 1.502, H135 1.090, H136 1.090, H137 1.090
132 C -20.75177 -4.11020 -16.39112  S127 1.881, H138 1.090, H139 1.090, H140 1.090
133 H -20.29116 -1.56886 -15.03260  C130 1.090
134 H -18.85029 -1.18700 -16.01817  C130 1.090
135 H -18.94110 0.10504 -13.85367  C131 1.090
136 H -17.52228 -1.04205 -13.91637  C131 1.090
137 H -18.92886 -1.46393 -12.97478  C131 1.090
138 H -21.24818 -5.05231 -16.62371  C132 1.090
139 H -19.99187 -3.93334 -17.15229  C132 1.090
140 H -21.44351 -3.28649 -16.21477  C132 1.090
141 O -27.26667 10.14936 -12.13663  S142 1.427
142 S -26.71195 11.46311 -12.07648  O141 1.427, O143 1.481, O144 1.627, C147 1.892
143 O -27.38420 12.70210 -12.53113  S142 1.481
144 O -26.22484 11.74737 -10.55070  S142 1.627, C145 1.432
145 C -25.88481 10.62790 -9.72427  O144 1.432, C146 1.502, H148 1.090, H149 1.090
146 C -26.66124 10.86302 -8.46019  C145 1.502, H150 1.090, H151 1.090, H152 1.090
147 C -25.00522 11.39700 -12.89046  S142 1.892, H153 1.090, H154 1.090, H155 1.090
148 H -24.80164 10.57742 -9.61332  C145 1.090
149 H -26.10618 9.63000 -10.10281  C145 1.090
150 H -26.34461 10.21391 -7.64379  C146 1.090
151 H -27.75114 10.87396 -8.46997  C146 1.090
152 H -26.46360 11.85398 -8.05149  C146 1.090
153 H -25.01612 11.33687 -13.97874  C147 1.090
154 H -24.44697 10.61067 -12.38238  C147 1.090
155 H -24.59793 12.37078 -12.61846  C147 1.090
156 O -24.06411 3.23305 -13.12516  S157 1.458
157 S -24.03961 3.33964 -14.57912  O156 1.458, O158 1.472, O159 1.669, C162 1.850
158 O -22.77682 3.50997 -15.31673  S157 1.472
159 O -24.76850 1.98915 -15.23480  S157 1.669, C160 1.417
160 C -25.70872 1.25391 -14.47067  O159 1.417, C161 1.492, H163 1.090, H164 1.090
161 C -27.06510 1.67104 -14.93303  C160 1.492, H165 1.090, H166 1.090, H167 1.090
162 C -25.29484 4.60302 -15.08076  S157 1.850, H168 1.090, H169 1.090, H170 1.090
163 H -25.57650 1.39570 -13.39805  C160 1.090
164 H -25.69489 0.17938 -14.65314  C160 1.090
165 H -27.17648 1.43811 -15.99201  C161 1.090
166 H -27.37893 2.70792 -14.81263  C161 1.090
167 H -27.69725 1.03165 -14.31685  C161 1.090
168 H -26.24629 4.58059 -14.54939  C162 1.090
169 H -25.57846 4.35690 -16.10403  C162 1.090
170 H -24.93765 5.62758 -15.18463  C162 1.090
171 O -6.50055 12.10772 -7.59945  S172 1.466
172 S -7.89173 12.56399 -7.67381  O171 1.466, O173 1.466, O174 1.657, C177 1.867
173 O -8.16332 14.00416 -7.65082  S172 1.466
174 O -8.64976 11.84842 -8.96239  S172 1.657, C175 1.427
175 C -9.89172 12.35250 -9.45179  O174 1.427, C176 1.560, H178 1.090, H179 1.090
176 C -9.89125 13.73445 -10.17454  C175 1.560, H180 1.090, H181 1.090, H182 1.090
177 C -8.77558 11.79530 -6.21994  S172 1.867, H183 1.090, H184 1.090, H185 1.090
178 H -10.70546 12.37270 -8.72687  C175 1.090
179 H -10.19025 11.60324 -10.18500  C175 1.090
180 H -9.03093 13.88581 -10.82649  C176 1.090
181 H -9.88293 14.59628 -9.50725  C176 1.090
182 H -10.71546 13.88450 -10.87187  C176 1.090
183 H -8.23126 11.94864 -5.28811  C177 1.090
184 H -8.79452 10.71356 -6.35253  C177 1.090
185 H -9.78612 12.20315 -6.24413  C177 1.090